[1]
The molecule C3H6N2O at a distorted geometry. Source: the Open Molecules 2025 dataset; level of theory: ωB97M-V/def2-TZVPD.

CARTESIAN COORDINATES (ANGSTROEM)
C -1.67 -0.92 -0.22
C -0.46 -1.07 0.43
C 0.60 -0.25 -0.24
O 1.44 -0.81 -1.02
N 0.60 0.95 0.02
N -0.27 1.69 0.90
H -2.59 -1.63 -0.05
H -1.91 -0.03 -0.62
H -0.15 -1.92 0.79
H 1.35 1.57 -0.66
H -1.18 1.92 0.49
H -0.10 1.48 1.93

Results
E_HOMO = -9.31 eV
E_LUMO = 0.7386 eV

=====

[2]
The molecule C3H6N2O. Source: the Open Molecules 2025 dataset; level of theory: ωB97M-V/def2-TZVPD.

CARTESIAN COORDINATES (ANGSTROEM)
O -1.20 0.89 2.14
C -0.69 0.47 1.12
N -0.43 -0.84 0.80
C 0.35 -1.01 -0.40
C 0.51 0.45 -0.92
N -0.25 1.21 0.04
H -0.86 -1.59 1.32
H -0.14 -1.66 -1.14
H 1.33 -1.44 -0.17
H 1.57 0.73 -0.93
H 0.12 0.57 -1.94
H -0.29 2.21 0.07

Results
E_HOMO = -9.22 eV
E_LUMO = 0.9059 eV

=====

[3]
The molecule C3H6N2O. Source: the Open Molecules 2025 dataset; level of theory: ωB97M-V/def2-TZVPD.

CARTESIAN COORDINATES (ANGSTROEM)
H 2.04 0.49 -0.34
N 1.55 0.81 0.50
C 0.45 0.19 0.66
C -0.35 0.55 1.89
O -1.43 0.07 2.12
N -0.17 -0.74 -0.14
C -0.23 -0.52 -1.58
H 0.12 1.33 2.52
H -1.03 -1.06 0.28
H -0.14 0.54 -1.81
H -1.21 -0.86 -1.94
H 0.54 -1.07 -2.13

Results
E_HOMO = -9.61 eV
E_LUMO = 0.1720 eV

=====

[4]
The molecule C3H6N2O. Source: the Open Molecules 2025 dataset; level of theory: ωB97M-V/def2-TZVPD.

CARTESIAN COORDINATES (ANGSTROEM)
H 0.88 2.44 -1.42
N 0.42 1.54 -1.35
C 0.63 1.00 -0.23
N 0.11 -0.27 0.07
C -0.72 -0.37 1.26
C 0.04 -1.27 -0.89
O -0.58 -2.30 -0.74
H 1.20 1.42 0.60
H -1.06 -1.41 1.35
H -1.60 0.27 1.16
H -0.17 -0.08 2.15
H 0.66 -1.05 -1.77

Results
E_HOMO = -9.83 eV
E_LUMO = 0.7995 eV

=====

[5]
The molecule C3H6N2O at a distorted geometry. Source: the Open Molecules 2025 dataset; level of theory: ωB97M-V/def2-TZVPD.

CARTESIAN COORDINATES (ANGSTROEM)
O 2.52 -0.52 1.02
C 1.49 -0.91 0.45
N 0.32 -0.43 0.49
C -0.73 -0.47 -0.58
C -1.03 0.97 -0.22
N -0.15 0.88 0.94
H 1.54 -1.91 -0.22
H -1.59 -1.32 -0.45
H -0.31 -0.56 -1.64
H -0.63 1.61 -0.97
H -2.00 1.17 0.13
H 0.57 1.47 1.04

Results
E_HOMO = -8.92 eV
E_LUMO = 0.8031 eV

=====

[6]
A cluster of 2 separate species, C3H6N2O2 in total at a distorted geometry. Source: the Open Molecules 2025 dataset; level of theory: ωB97M-V/def2-TZVPD.

CARTESIAN COORDINATES (ANGSTROEM)
C -2.67 0.16 -0.14
C -0.76 -0.68 0.73
C 0.27 1.47 0.08
N 0.09 0.14 0.01
N 0.59 -0.44 -1.18
O -3.35 -0.77 -0.18
O -2.32 1.26 -0.23
H -0.92 -0.42 1.70
H -0.52 -1.79 0.54
H -0.22 1.84 0.91
H 0.39 2.14 -0.73
H 0.36 -1.39 -1.26
H 1.61 -0.42 -0.97

Results
E_HOMO (alpha / beta) = -7.78 / -7.78 eV
E_LUMO (alpha / beta) = 0.2468 / 0.2475 eV

=====

[7]
A cluster of 2 separate species, C3H6N2O2 in total at a distorted geometry. Source: the Open Molecules 2025 dataset; level of theory: ωB97M-V/def2-TZVPD.

CARTESIAN COORDINATES (ANGSTROEM)
C 1.36 -2.23 0.52
C -0.89 -0.24 1.03
C 0.75 1.50 1.17
N -1.41 -0.84 -1.25
N -1.10 -0.26 -0.17
O 2.20 -1.45 0.79
O -0.27 0.62 1.82
H 1.52 -3.08 -0.26
H 0.49 -2.36 1.17
H 1.47 0.81 0.75
H 1.29 2.08 1.92
H 0.31 2.14 0.46
H -2.28 -0.55 -1.74

Results
E_HOMO = -8.88 eV
E_LUMO = -0.0125 eV

=====

[8]
The molecule C3H6N2O2. Source: the Open Molecules 2025 dataset; level of theory: ωB97M-V/def2-TZVPD.

CARTESIAN COORDINATES (ANGSTROEM)
H 0.35 2.51 -1.20
N 0.74 2.18 -0.32
C 0.39 0.98 -0.13
N 0.73 0.33 1.06
C 1.08 -1.00 1.15
O 1.46 -1.53 2.17
O -0.28 0.23 -1.04
C -1.31 -0.68 -0.63
H 0.99 0.92 1.84
H 0.97 -1.55 0.20
H -2.24 -0.37 -1.09
H -1.42 -0.68 0.46
H -1.05 -1.68 -0.97

Results
E_HOMO = -10.05 eV
E_LUMO = 0.7300 eV

=====

[9]
The molecule C3H6N2O2 at a distorted geometry. Source: the Open Molecules 2025 dataset; level of theory: ωB97M-V/def2-TZVPD.

CARTESIAN COORDINATES (ANGSTROEM)
O -2.95 0.15 0.10
N -1.77 -0.88 -0.18
C -0.63 -0.45 -0.42
N -0.12 0.92 -0.62
C 1.15 0.79 0.17
C 1.70 -0.68 0.01
O 0.31 -1.41 -0.12
H -3.82 -0.40 0.18
H -0.80 1.34 0.19
H 0.72 1.02 1.33
H 2.06 1.53 -0.32
H 1.98 -0.57 -1.04
H 2.16 -1.37 0.73

Results
E_HOMO = -9.28 eV
E_LUMO = 0.6732 eV

=====

[10]
The molecule C3H6N2O2. Source: the Open Molecules 2025 dataset; level of theory: ωB97M-V/def2-TZVPD.

CARTESIAN COORDINATES (ANGSTROEM)
H 1.65 0.73 -2.36
N 1.11 0.35 -1.59
C 1.83 0.34 -0.54
O 1.43 -0.11 0.65
C 0.20 -0.74 0.84
C -1.02 -0.23 0.59
N -1.32 0.89 -0.14
O -2.13 -0.84 1.11
H 2.85 0.70 -0.45
H 0.31 -1.73 1.27
H -2.31 1.02 -0.27
H -0.77 0.94 -1.00
H -1.85 -1.32 1.89

Results
E_HOMO = -8.01 eV
E_LUMO = 0.8752 eV

=====

It is found that the energy relative to the best compared isomer or geometry (same formula, charge and spin) values, taken in the order of the records, are 418.3; 10.1; 135.1; 106.5; 352.8; 457.9; 634.1; 162.1; 652.7; 236.6 kJ/mol.